The following is a DFT calculation (the ωB97M-V functional and the def2-TZVPD basis) of 10 unconnected molecules or ions with the total composition C33H50BrNO30PS in a non-equilibrium geometry.

Each atom is followed by the atoms it is bonded to, with distances in Å.
Atoms and positions in Å:
1 C 1.64 2.32 -1.00  C2 1.673, H14 1.176, H15 1.171, H16 1.174
2 C 2.61 1.22 -0.19  C1 1.673, C3 1.641, C4 1.640, H17 1.185
3 C 4.14 1.54 -0.68  C2 1.641, H18 1.194, H19 1.174, H20 1.173
4 C 2.37 1.28 1.43  C2 1.640, S5 1.911, H21 1.170, H22 1.193
5 S 3.70 0.16 2.22  C4 1.911, C6 1.911, P10 2.182
6 C 2.86 -1.40 2.95  S5 1.911, C7 1.673, H23 1.175, H24 1.180
7 C 3.39 -2.65 1.98  C6 1.673, O8 1.335, Br9 2.021
8 O 2.55 -3.66 1.74  C7 1.335
9 Br 5.25 -2.48 1.20  C7 2.021
10 P 4.74 1.25 3.80  S5 2.182, N11 1.618, O12 1.748, O13 1.761
11 N 3.63 2.15 4.54  P10 1.618, H25 1.064
12 O 5.53 0.15 4.91  P10 1.748, H26 1.021
13 O 5.99 2.20 2.99  P10 1.761, H27 1.009
14 H 2.35 3.10 -1.51  C1 1.176
15 H 0.92 2.90 -0.28  C1 1.171
16 H 1.10 1.74 -1.86  C1 1.174
17 H 2.25 0.15 -0.55  C2 1.185
18 H 4.13 1.44 -1.87  C3 1.194
19 H 4.38 2.65 -0.41  C3 1.174
20 H 4.95 0.77 -0.31  C3 1.173
21 H 2.36 2.36 1.89  C4 1.170
22 H 1.34 0.74 1.70  C4 1.193
23 H 3.31 -1.51 4.03  C6 1.175
24 H 1.68 -1.30 2.94  C6 1.180
25 H 3.65 1.82 5.55  N11 1.064
26 H 5.93 -0.62 4.38  O12 1.021
27 H 6.86 1.72 3.12  O13 1.009
28 C -1.77 -3.80 4.38  C29 1.494, O33 1.415, H34 1.093, H35 1.095
29 C -1.62 -3.51 2.92  C28 1.494, O30 1.415, H36 1.095, H37 1.093
30 O -1.48 -2.10 2.88  C29 1.415, C31 1.365
31 C -1.02 -1.71 4.10  O30 1.365, O32 1.220, O33 1.365
32 O -0.63 -0.59 4.37  C31 1.220
33 O -1.05 -2.75 4.99  C28 1.415, C31 1.365
34 H -1.35 -4.77 4.66  C28 1.093
35 H -2.81 -3.75 4.71  C28 1.095
36 H -0.72 -3.97 2.49  C29 1.095
37 H -2.49 -3.83 2.34  C29 1.093
38 C -4.44 -0.03 4.93  C39 1.494, O43 1.415, H44 1.093, H45 1.095
39 C -4.95 0.44 6.25  C38 1.494, O40 1.415, H46 1.095, H47 1.093
40 O -5.77 -0.64 6.68  C39 1.415, C41 1.365
41 C -5.32 -1.76 6.03  O40 1.365, O42 1.220, O43 1.365
42 O -5.68 -2.89 6.29  C41 1.220
43 O -4.42 -1.44 5.06  C38 1.415, C41 1.365
44 H -3.44 0.36 4.71  C38 1.093
45 H -5.11 0.24 4.10  C38 1.095
46 H -4.15 0.58 6.98  C39 1.095
47 H -5.54 1.36 6.17  C39 1.093
48 C 8.03 3.21 -0.16  C49 1.494, O53 1.415, H54 1.093, H55 1.095
49 C 9.41 2.71 -0.44  C48 1.494, O50 1.415, H56 1.095, H57 1.093
50 O 9.84 2.20 0.81  C49 1.415, C51 1.365
51 C 8.71 1.90 1.52  O50 1.365, O52 1.220, O53 1.365
52 O 8.71 1.29 2.57  C51 1.220
53 O 7.59 2.37 0.89  C48 1.415, C51 1.365
54 H 7.37 3.12 -1.03  C48 1.093
55 H 8.03 4.25 0.18  C48 1.095
56 H 9.42 1.89 -1.18  C49 1.095
57 H 10.08 3.50 -0.79  C49 1.093
58 C 5.97 -0.25 -5.93  C59 1.494, O63 1.415, H64 1.093, H65 1.095
59 C 4.58 -0.56 -5.47  C58 1.494, O60 1.415, H66 1.095, H67 1.093
60 O 4.65 -0.40 -4.07  C59 1.415, C61 1.365
61 C 5.70 0.43 -3.82  O60 1.365, O62 1.220, O63 1.365
62 O 5.94 0.92 -2.73  C61 1.220
63 O 6.43 0.65 -4.95  C58 1.415, C61 1.365
64 H 5.99 0.20 -6.92  C58 1.093
65 H 6.61 -1.14 -5.92  C58 1.095
66 H 3.84 0.14 -5.87  C59 1.095
67 H 4.27 -1.58 -5.73  C59 1.093
68 C -0.82 -2.31 -3.02  C69 1.494, O73 1.415, H74 1.093, H75 1.095
69 C 0.16 -1.37 -2.40  C68 1.494, O70 1.415, H76 1.095, H77 1.093
70 O -0.32 -0.10 -2.77  C69 1.415, C71 1.365
71 C -1.65 -0.23 -3.02  O70 1.365, O72 1.220, O73 1.365
72 O -2.42 0.70 -3.21  C71 1.220
73 O -2.02 -1.55 -3.05  C68 1.415, C71 1.365
74 H -0.96 -3.22 -2.44  C68 1.093
75 H -0.56 -2.58 -4.05  C68 1.095
76 H 0.18 -1.44 -1.31  C69 1.095
77 H 1.18 -1.53 -2.78  C69 1.093
78 C -0.34 3.03 -4.69  C79 1.494, O83 1.415, H84 1.093, H85 1.095
79 C -0.81 3.25 -6.09  C78 1.494, O80 1.415, H86 1.095, H87 1.093
80 O 0.38 3.17 -6.85  C79 1.415, C81 1.365
81 C 1.27 2.43 -6.12  O80 1.365, O82 1.220, O83 1.365
82 O 2.33 2.02 -6.54  C81 1.220
83 O 0.80 2.22 -4.85  C78 1.415, C81 1.365
84 H -1.09 2.53 -4.07  C78 1.093
85 H -0.04 3.97 -4.20  C78 1.095
86 H -1.50 2.47 -6.42  C79 1.095
87 H -1.29 4.23 -6.22  C79 1.093
88 C -2.48 -7.67 0.67  C89 1.494, O93 1.415, H94 1.093, H95 1.095
89 C -3.87 -7.98 1.12  C88 1.494, O90 1.415, H96 1.095, H97 1.093
90 O -3.80 -7.82 2.53  C89 1.415, C91 1.365
91 C -2.75 -6.98 2.78  O90 1.365, O92 1.220, O93 1.365
92 O -2.51 -6.49 3.87  C91 1.220
93 O -2.01 -6.76 1.65  C88 1.415, C91 1.365
94 H -2.46 -7.21 -0.32  C88 1.093
95 H -1.83 -8.55 0.67  C88 1.095
96 H -4.61 -7.27 0.72  C89 1.095
97 H -4.18 -8.99 0.86  C89 1.093
98 C -4.56 7.02 -6.44  C99 1.494, O103 1.415, H104 1.093, H105 1.095
99 C -4.48 5.57 -6.11  C98 1.494, O100 1.415, H106 1.095, H107 1.093
100 O -3.18 5.43 -5.58  C99 1.415, C101 1.365
101 C -2.80 6.65 -5.12  O100 1.365, O102 1.220, O103 1.365
102 O -1.81 6.86 -4.44  C101 1.220
103 O -3.69 7.62 -5.50  C98 1.415, C101 1.365
104 H -5.57 7.42 -6.34  C98 1.093
105 H -4.19 7.24 -7.45  C98 1.095
106 H -5.21 5.27 -5.35  C99 1.095
107 H -4.61 4.93 -6.99  C99 1.093
108 C -8.83 -2.02 3.68  C109 1.494, O113 1.415, H114 1.093, H115 1.095
109 C -10.17 -1.61 4.20  C108 1.494, O110 1.415, H116 1.095, H117 1.093
110 O -9.91 -0.35 4.79  C109 1.415, C111 1.365
111 C -8.80 0.15 4.18  O110 1.365, O112 1.220, O113 1.365
112 O -8.39 1.29 4.33  C111 1.220
113 O -8.20 -0.79 3.40  C108 1.415, C111 1.365
114 H -8.91 -2.63 2.77  C108 1.093
115 H -8.24 -2.56 4.42  C108 1.095
116 H -10.91 -1.49 3.40  C109 1.095
117 H -10.56 -2.31 4.94  C109 1.093

Computed properties:
E_HOMO = -12.159 eV
energy relative to the best compared isomer or geometry (same formula, charge and spin) = 485.3 kJ/mol
multiplicity = 1
E_LUMO = -3.82 eV
charge = +1